[1]
{"formula": "C31H23BCl7CsN8O2S", "method": "ωB97M-V/def2-TZVPD", "species": ["Cs", "C", "C", "N", "N", "C", "B", "N", "C", "C", "C", "N", "N", "C", "C", "C", "N", "H", "H", "H", "H", "H", "H", "H", "H", "H", "H", "Cl", "C", "Cl", "H", "H", "Cl", "C", "C", "C", "Cl", "C", "Cl", "C", "Cl", "C", "Cl", "O", "S", "O", "N", "C", "C", "C", "C", "C", "C", "C", "C", "N", "C", "C", "C", "C", "C", "C", "C", "H", "H", "H", "H", "H", "H", "H", "H", "H", "H", "H"], "xyz": [[-0.443774, 0.900795, -0.356045], [-3.457119, -0.735004, -3.959713], [-2.652034, 0.360270, -3.557478], [-1.450241, -0.037357, -3.313372], [-1.383542, -1.342367, -3.557769], [-2.566389, -1.798221, -3.953675], [-0.149790, -2.258834, -3.328060], [1.051714, -1.419233, -2.942104], [1.690597, -0.662886, -3.842196], [2.664601, 0.035951, -3.176341], [2.481949, -0.328017, -1.841416], [1.504687, -1.202195, -1.692126], [-0.472279, -3.328022, -2.244588], [-0.010882, -4.586745, -2.270902], [-0.383595, -5.197533, -1.093514], [-1.038446, -4.131304, -0.378596], [-1.156563, -3.059969, -1.142296], [-4.500169, -0.709299, -4.331884], [-2.884474, 1.428363, -3.413323], [-2.679190, -2.881601, -4.132838], [0.081310, -2.821817, -4.380834], [1.462449, -0.804694, -4.887289], [3.489635, 0.593961, -3.636457], [3.160432, -0.107976, -1.020571], [0.602730, -4.833997, -3.172965], [-0.272809, -6.218570, -0.767251], [-1.488115, -4.170071, 0.565748], [1.379422, -1.617669, 2.316359], [2.195986, -3.033182, 1.598364], [3.321479, -3.712732, 2.835757], [2.841309, -2.792580, 0.757814], [1.423461, -3.746238, 1.334049], [3.655370, 3.536366, -2.342408], [4.960583, 3.033837, -1.165987], [4.688546, 1.814915, -0.458446], [5.733729, 1.465549, 0.329100], [5.621103, -0.101792, 1.256194], [6.906491, 2.202542, 0.549370], [8.214813, 1.613325, 1.510099], [7.127471, 3.352924, -0.232989], [8.592553, 4.302273, -0.038874], [6.110978, 3.822385, -1.101056], [6.297242, 5.307364, -1.950404], [-2.571106, 4.475522, 2.445126], [-2.143055, 3.089537, 2.711679], [-2.374986, 2.700039, 4.067712], [-2.590153, 2.000056, 1.620852], [-3.702362, 1.271139, 1.881967], [-4.917462, 1.892706, 2.121700], [-6.098700, 1.198824, 2.349001], [-6.116052, -0.183059, 2.359756], [-4.912923, -0.907640, 2.191635], [-4.903754, -2.345083, 2.200508], [-3.712174, -2.924656, 2.157581], [-2.527722, -2.122066, 2.105711], [-2.497775, -0.817641, 1.970553], [-3.704101, -0.176643, 1.989263], [-0.375675, 3.086565, 2.277687], [0.312462, 2.011422, 2.809637], [1.623441, 1.842578, 2.428015], [2.216963, 2.732480, 1.535588], [1.551199, 3.861847, 1.085489], [0.203919, 4.002764, 1.425500], [-4.958546, 2.974230, 2.164667], [-7.008988, 1.851223, 2.494831], [-7.025369, -0.713834, 2.598713], [-5.834206, -2.919106, 2.319805], [-3.616998, -4.005932, 2.174946], [-1.534622, -2.553112, 2.134619], [-0.187305, 1.319675, 3.502372], [2.253943, 1.074937, 2.810333], [3.200899, 2.636207, 1.205415], [1.959523, 4.625619, 0.438313], [-0.279538, 4.890483, 1.051940]], "forces_ev_per_a": [[-0.1, -0.2, 0.0], [-0.8, 0.2, -0.7], [-1.9, 0.6, -0.3], [2.5, 0.3, 0.8], [0.2, -0.5, 0.3], [-1.0, -0.8, -0.2], [-0.3, -0.1, 0.1], [-0.9, 0.0, -0.1], [0.5, -0.5, -0.2], [0.8, 0.5, -0.8], [1.3, -0.1, 0.7], [-0.2, -0.4, -0.2], [0.0, 0.6, -1.1], [0.8, -0.1, -1.1], [-0.2, 0.8, 0.8], [0.2, -1.3, -1.9], [0.5, 0.5, 0.9], [0.9, -0.1, 0.5], [-0.1, -0.8, -0.2], [-0.1, 0.9, 0.0], [0.0, -0.1, 0.1], [0.0, 0.3, 0.0], [-0.7, 0.0, 0.5], [-0.4, 0.3, -0.1], [-0.8, -0.2, 1.2], [0.2, 0.0, 0.0], [-0.6, -0.1, 1.1], [0.2, -0.3, -0.5], [0.3, 0.2, 0.6], [-0.3, -0.2, -0.3], [-0.4, 0.4, 0.0], [0.2, -0.1, 0.0], [0.7, 0.0, 0.6], [-1.0, -1.2, 0.1], [0.6, 2.0, -1.4], [0.5, -0.4, 1.0], [-0.1, 0.4, -0.2], [0.4, 0.3, -1.3], [0.1, 0.0, 0.3], [-0.5, 0.3, 0.4], [-0.4, -0.3, -0.1], [-0.2, -1.1, 0.8], [0.0, 0.1, -0.2], [0.1, -0.9, -0.1], [0.1, 1.8, -2.7], [0.2, -0.8, 1.2], [1.3, 0.5, 0.8], [-1.4, -0.5, 0.6], [-0.1, 0.2, 0.0], [-1.0, 0.2, 0.1], [-0.2, 0.5, 0.2], [-0.7, 0.5, -0.3], [-1.1, 1.6, 0.4], [2.0, -1.0, 0.0], [0.2, 0.5, -0.4], [-0.5, -0.6, 0.1], [0.2, 0.1, -0.1], [-1.5, -0.3, 0.8], [0.2, -0.3, 0.3], [0.5, 0.5, -0.4], [-0.7, 1.0, 0.2], [-1.2, -0.6, 0.1], [0.6, 0.5, 0.1], [0.2, 0.0, -0.2], [0.8, -1.2, 0.0], [-0.2, -0.2, -0.2], [0.4, 0.4, -0.2], [0.1, 0.1, 0.0], [-0.1, -0.4, 0.0], [0.2, 0.4, -0.4], [0.1, -0.7, 0.3], [1.5, -0.6, -0.2], [0.5, -0.3, -0.1], [-0.7, -0.1, 0.2]], "e_tot_ha": -5448.29448, "total_charge": -2, "spin_multiplicity": 1, "orbital_gap_ev": 6.864, "homo_ev": -3.11}

[2]
{"formula": "C31H23Br3IMnN2O3P", "method": "ωB97M-V/def2-TZVPD", "species": ["Mn", "O", "N", "C", "C", "C", "C", "C", "C", "C", "P", "C", "C", "C", "C", "C", "C", "C", "C", "C", "C", "C", "C", "H", "H", "H", "H", "H", "H", "H", "H", "H", "H", "H", "H", "H", "H", "H", "H", "Br", "C", "C", "C", "C", "C", "N", "C", "O", "O", "H", "H", "H", "Br", "Br", "C", "C", "C", "C", "C", "C", "I", "H", "H", "H", "H"], "xyz": [[0.095437, 0.271634, -0.038992], [1.789695, 1.336909, 1.499832], [0.547067, 1.743690, 1.074461], [0.033828, 2.837359, 1.494360], [-1.309774, 3.293300, 1.194563], [-1.755260, 4.372106, 1.957167], [-3.042160, 4.865504, 1.803277], [-3.889735, 4.279290, 0.881631], [-3.454545, 3.208304, 0.099643], [-2.171992, 2.711308, 0.238235], [-1.637753, 1.457879, -0.958141], [-3.059961, 0.569824, -1.569694], [-3.679045, 0.999831, -2.747962], [-4.844261, 0.380676, -3.167437], [-5.390095, -0.659594, -2.425410], [-4.776308, -1.085360, -1.253974], [-3.612071, -0.473352, -0.820794], [-0.825734, 2.326798, -2.291496], [-0.349947, 3.628564, -2.109839], [0.346822, 4.249469, -3.133426], [0.576783, 3.574015, -4.324909], [0.112205, 2.274555, -4.502586], [-0.578426, 1.643513, -3.487228], [2.039088, 1.749492, 2.347527], [0.619886, 3.429678, 2.193467], [-1.091137, 4.819325, 2.687941], [-3.377325, 5.699705, 2.404422], [-4.898873, 4.650575, 0.759850], [-4.130742, 2.768056, -0.622147], [-3.264968, 1.814463, -3.327800], [-5.325584, 0.711346, -4.078488], [-6.299725, -1.139540, -2.762334], [-5.202169, -1.895950, -0.677501], [-3.140108, -0.809993, 0.090181], [-0.548550, 4.171687, -1.194832], [0.704545, 5.262456, -3.003897], [1.121979, 4.062280, -5.121948], [0.300388, 1.750491, -5.429650], [-0.921186, 0.624915, -3.621387], [0.366109, -4.159273, 1.628986], [0.999898, -3.902720, -0.124187], [1.456072, -5.009241, -0.839928], [1.927471, -4.809061, -2.121331], [1.924630, -3.524319, -2.651612], [1.446008, -2.512277, -1.847917], [0.991196, -2.679981, -0.604760], [1.404829, -1.117892, -2.367160], [1.795183, -0.716217, -3.403725], [0.767126, -0.230233, -1.479673], [1.434982, -5.991527, -0.388850], [2.290509, -5.643314, -2.706683], [2.283555, -3.306304, -3.647491], [-0.882928, -0.854601, 1.618849], [4.157338, -4.549531, 2.150520], [4.466027, -3.882555, 3.891181], [5.175361, -4.688889, 4.768751], [5.434089, -4.252794, 6.058106], [4.985250, -3.010956, 6.475261], [4.276781, -2.202440, 5.601979], [4.016132, -2.637372, 4.308995], [2.952441, -1.351890, 3.049619], [5.521036, -5.657355, 4.434267], [5.989837, -4.885619, 6.736421], [5.185603, -2.666713, 7.481013], [3.925185, -1.232109, 5.924697]], "forces_ev_per_a": [[-1.3, -0.9, 0.4], [0.4, 0.2, 0.0], [0.8, 0.1, -0.1], [-0.2, -0.1, 0.0], [0.0, 0.0, -0.1], [0.1, 0.0, 0.0], [-0.1, 0.0, 0.0], [0.0, 0.0, 0.0], [-0.1, 0.0, 0.0], [0.2, -0.1, 0.1], [-0.2, 0.1, 0.0], [0.1, -0.1, 0.1], [0.0, 0.0, 0.0], [0.0, 0.0, 0.0], [0.0, 0.0, 0.0], [0.0, 0.0, 0.0], [-0.1, 0.0, -0.1], [0.1, 0.0, 0.1], [-0.1, 0.0, -0.1], [0.0, 0.0, 0.0], [0.0, 0.0, 0.0], [0.0, 0.0, 0.0], [0.0, 0.0, 0.0], [-0.1, 0.0, 0.0], [0.0, 0.0, 0.0], [0.0, 0.0, 0.0], [0.0, 0.0, 0.0], [0.0, 0.0, 0.0], [0.0, 0.0, 0.0], [0.0, 0.0, 0.0], [0.0, 0.0, 0.0], [0.0, 0.0, 0.0], [0.0, 0.0, 0.0], [0.0, 0.0, 0.0], [0.0, 0.0, 0.0], [0.0, 0.0, 0.0], [0.0, 0.0, 0.0], [0.0, 0.0, 0.0], [0.0, 0.0, 0.0], [-0.1, -0.1, 0.1], [0.1, 0.1, 0.0], [0.0, -0.1, 0.0], [0.0, -0.1, 0.0], [0.1, 0.1, -0.1], [-0.1, 0.2, 0.2], [0.0, 0.0, 0.0], [0.2, -0.5, 0.2], [0.0, 0.2, -0.1], [0.2, 0.5, -0.1], [0.0, 0.0, 0.0], [0.0, 0.0, 0.0], [0.0, 0.0, 0.0], [0.1, 0.4, -0.4], [0.0, 0.0, -0.1], [0.0, 0.0, 0.0], [0.0, -0.1, 0.1], [0.0, -0.1, 0.0], [0.0, 0.0, 0.0], [0.0, 0.0, 0.0], [0.0, 0.1, 0.0], [0.0, 0.0, 0.0], [0.0, 0.0, 0.0], [0.0, 0.0, 0.0], [0.0, 0.0, 0.0], [0.0, 0.0, 0.0]], "s_squared": 0.86, "e_tot_ha": -11041.80349, "total_charge": 2, "spin_multiplicity": 2, "orbital_gap_ev": [3.668, 4.520], "homo_ev": [-12.66, -12.66]}